C29H29Br2ClF3N4O8PS | ωB97M-V with the def2-TZVPD basis set

Computed properties:
E_HOMO   -8.030 eV
Max |F|   4.07 eV/Å
Gap between HOMO and LUMO   0.29611 Eh
Net charge   0
SMILES   COCc1c(N)c2c(c(CC=O)c1Cl)Sc1cc(/C(Br)=C(\C)Br)c(COO)c(P(=N)(O)O)c1N2c1ccncc1.CCOC(=O)C(F)(F)F

```
78
Properties=species:S:1:pos:R:3:lowdin_charge:R:1
Br 6.17185 0.07325 2.45297 0.773
Br 5.03353 1.78657 5.00592 0.704
Cl -3.13624 -6.05466 2.50786 0.782
S 1.56624 -3.71484 1.52202 1.092
P 1.42755 1.08036 -1.65631 0.576
F -1.45758 5.11685 0.38771 0.170
F -1.92388 3.89696 -1.32886 0.161
F -2.98254 5.74291 -0.99740 0.170
O -0.36399 -7.62457 1.77707 0.040
O 4.67071 2.03402 0.20611 -0.130
O 0.08920 5.32378 -2.42111 0.168
O -5.07596 -3.37063 0.70455 -0.176
O -0.78940 7.18767 -1.52715 0.041
O 0.69107 0.70553 -3.04480 -0.166
O 0.60684 2.33720 -1.04891 -0.147
O 5.13661 0.82991 -0.36063 -0.091
N 0.17454 -2.01422 -0.66416 0.061
N -2.21419 0.06637 -3.45413 0.100
N -2.79093 -2.64634 -1.25070 0.082
N 2.81577 1.54743 -2.23368 -0.128
C -0.14581 -3.79428 1.08647 -0.374
C -4.24293 -4.41490 0.22645 -0.200
C 2.85098 -1.47680 1.87814 -0.071
C 3.27368 -0.18370 1.69368 -0.239
C -2.75910 -4.18477 0.54169 -0.155
C -1.37644 -0.15109 -1.20645 -0.044
C 2.74561 0.50551 0.60613 -0.134
C 1.23479 -1.37232 0.03404 -0.141
C 4.28668 0.36907 2.64781 -0.659
C 0.34795 -6.86626 2.40004 -0.226
C -0.19924 8.23286 -3.64767 -0.059
C 3.28595 1.93989 0.49591 -0.164
C -0.20321 -5.52900 2.93605 -0.172
C -0.61567 -1.24439 -1.56592 -0.306
C -2.20003 -4.91165 1.57391 -0.508
C 2.36623 1.31677 3.97082 -0.112
C 3.82995 1.05858 3.69685 -0.742
C -0.85184 -4.71703 1.82822 -0.269
C 0.19587 7.99046 -2.20673 -0.192
C -1.78423 5.15267 -0.91199 -0.543
C -2.13026 0.44894 -2.19013 -0.147
C -0.68709 -1.69746 -2.87069 -0.042
C 1.88377 -2.01219 1.08151 -0.408
C -0.71398 5.88163 -1.73002 -0.391
C 1.78025 -0.06305 -0.26148 -0.067
C -5.07171 -3.26352 2.12162 -0.107
C -2.01522 -3.25065 -0.20668 -0.132
C -0.64134 -2.98459 0.06634 -0.076
C -1.48815 -1.00176 -3.74783 -0.159
H -0.22678 7.29969 -4.21020 0.078
H -3.03058 -3.30065 -1.98506 0.106
H 2.06946 2.32369 3.65305 0.088
H -1.36509 0.19920 -0.17716 0.138
H 1.39552 -7.17796 2.61443 0.126
H -4.10780 -2.89803 2.50209 0.092
H -4.57665 -5.41822 0.50652 0.100
H 2.71811 2.59121 -0.16214 0.087
H -1.19644 8.67181 -3.70126 0.084
H 0.55879 -4.95464 3.47469 0.082
H -3.64444 -2.24846 -0.87621 0.101
H -1.51193 -1.35469 -4.78234 0.114
H 3.15745 2.35980 1.50740 0.121
H -0.13309 -2.57545 -3.19264 0.131
H 2.21589 1.27383 5.05656 0.068
H 3.30474 -2.02607 2.70147 0.129
H 0.47001 2.91574 -1.82427 0.069
H 0.23895 8.93534 -1.66846 0.126
H -5.39123 -4.20166 2.58984 0.075
H 1.71032 0.56452 3.52752 0.083
H 3.58983 1.05812 -1.79625 -0.032
H 6.10089 0.85202 -0.31416 0.086
H 0.50976 8.90550 -4.12928 0.084
H -5.81402 -2.49560 2.37191 0.091
H -0.93985 -5.80951 3.69856 0.090
H 1.17301 -0.04765 -3.40939 0.083
H 1.18002 7.52869 -2.13166 0.128
H -4.32537 -4.36175 -0.86498 0.116
H -2.73410 1.31068 -1.89504 0.111
```